Computed, not measured: 6 unconnected molecules or ions with the total composition C2H15O5S, with wB97M-V/def2-TZVPD.

Its lowest unoccupied orbital energy is 3.39 eV. For the gap between HOMO and LUMO, the calculation gives 0.247 hartree. As for the largest force on an atom: 7.41 eV/A. Its energy relative to the best compared isomer or geometry (same formula, charge and spin) is 2.981 eV. As for the total energy: -859.5576 a.u.

Geometry as ORCA input:
```
! RIJCOSX wB97M-V def2-TZVPD def2/J DEFGRID3
* xyz -1 1
C -0.2812 -3.2031 -0.7398
C -0.9551 -2.1300 -1.7981
S -0.7095 -0.4699 -0.9870
H -1.2196 -3.4582 -0.2171
H 0.2468 -2.7145 -0.0700
H 0.1614 -4.0005 -1.1759
H -2.0486 -2.3083 -2.0221
H -0.2852 -2.1939 -2.7470
H -1.5041 -1.5256 1.1676
H -2.5753 -0.5634 1.6525
O -1.9459 -1.1144 2.0685
H -0.4581 0.0569 3.5373
H 0.1782 0.9537 2.5551
O -0.1732 1.0859 3.5097
H 2.6400 -0.1057 1.3552
H 1.5487 0.0438 2.1784
O 2.3153 0.5355 1.9871
H 0.7029 1.8092 -3.0681
H 1.1251 0.5494 -3.6792
O 1.4464 1.4737 -3.5752
H 1.5328 3.9307 -0.3946
H 0.6142 3.3182 0.7583
O 0.6213 3.7349 -0.0916
*
```

***

Computed, not measured: a molecular structure, C4H5ClIOP, with wB97M-V/def2-TZVPD.

Its lowest unoccupied orbital energy (spin up / spin down) is 0.13 / -3.76 eV. As for the expectation value of S²: 2.020. For the gap between HOMO and LUMO (spin up / spin down), the calculation gives 0.210 / 0.185 hartree. As for the largest force on an atom: 3.71 eV/A. Its energy relative to the best compared isomer or geometry (same formula, charge and spin) is 0.297 eV. As for the total energy: -1329.6416 a.u.

Geometry as ORCA input:
```
! RIJCOSX wB97M-V def2-TZVPD def2/J DEFGRID3
* xyz 0 3
C -2.2467 0.8649 0.8496
C -1.3198 1.6081 0.3350
C 1.9105 -1.7462 -0.7190
C -0.2856 2.2978 -0.0269
O 0.2883 -1.1221 1.5409
P 0.2416 -1.1561 0.1010
Cl 1.0725 1.3700 -0.4941
I -3.6875 -0.2648 -0.1739
H -2.0993 0.4917 1.8221
H 2.7837 -1.0800 -0.8989
H 2.2873 -2.6665 -0.1865
H 1.3548 -1.8982 -1.6884
H -0.2997 3.3015 -0.4609
*
```

***

Computed, not measured: a molecular structure, C5H8O2, with wB97M-V/def2-TZVPD.

Its lowest unoccupied orbital energy is 0.42 eV. For the gap between HOMO and LUMO, the calculation gives 0.315 hartree. As for the largest force on an atom: 0.33 eV/A. Its energy relative to the best compared isomer or geometry (same formula, charge and spin) is 6.444 eV. As for the total energy: -345.5681 a.u.

Geometry as ORCA input:
```
! RIJCOSX wB97M-V def2-TZVPD def2/J DEFGRID3
* xyz 0 1
C -1.0576 1.7307 -0.1306
C -0.3978 0.4084 -0.3289
C 1.0020 0.0962 -0.7040
C 0.4205 -0.4681 0.5877
O 0.9269 -0.1622 1.8297
C -0.6503 -1.4873 0.3134
O -1.2304 -0.7257 -0.6763
H -1.3782 2.1568 -1.0871
H -0.3601 2.4295 0.3422
H -1.9319 1.6181 0.5166
H 1.2213 -0.5680 -1.5389
H 1.7017 0.9127 -0.5373
H 1.8009 -0.5657 1.9047
H 0.3357 -2.6911 -0.5385
H -0.4027 -2.6845 0.0474
*
```

***

Computed, not measured: 2 unconnected molecules or ions with the total composition C2H6OS2Si, with wB97M-V/def2-TZVPD.

Its lowest unoccupied orbital energy is -0.36 eV. For the gap between HOMO and LUMO, the calculation gives 0.316 hartree. As for the largest force on an atom: 4.52 eV/A. Its energy relative to the best compared isomer or geometry (same formula, charge and spin) is 3.252 eV. As for the total energy: -1240.8008 a.u.

Geometry as ORCA input:
```
! RIJCOSX wB97M-V def2-TZVPD def2/J DEFGRID3
* xyz 0 1
C -1.9063 -0.1935 2.0147
C -0.9487 -0.1203 1.1539
O 2.5660 0.0167 -0.7229
Si -0.3633 -1.0516 -0.2976
S 2.5305 1.3634 -1.4014
S -0.6322 -0.1813 -2.0356
H -2.2019 0.6134 2.7556
H -2.3739 -1.2037 2.1150
H -0.4725 0.9126 0.9428
H -0.0034 -2.4078 -0.1557
H 2.6118 0.7923 -2.6489
H 1.1937 1.4599 -1.7199
*
```

***

Question: Among the records above, which one has the lowest energy relative to the best compared isomer or geometry (same formula, charge and spin)?
Answer: C4H5ClIOP